(1)
This record from the OMol25 dataset describes C23H32F15GaN3O11 as an isolated structure. The level of theory is ωB97M-V with the def2-TZVPD basis set.

## Properties
**HOMO energy**: -4.62 eV
**2S+1**: 1
**Charge**: -1
**Orbital gap**: 0.225 Eh

Cartesian coordinates (Å):
N 5.40 0.13 -5.20
C 5.09 -0.39 -4.15
O 4.40 -1.05 -3.11
Ga 3.37 0.33 -2.28
N 3.32 0.19 -0.32
C 1.47 0.33 -3.10
C 1.48 1.38 -4.34
N 2.22 2.50 -4.30
H 4.15 1.72 -2.58
H 4.29 0.29 0.00
H 2.85 1.08 -0.05
H 1.18 -0.73 -3.42
H 0.66 0.74 -2.39
H 0.86 1.23 -5.29
H 2.07 3.02 -5.19
C 6.00 -2.69 -6.28
C 7.00 -3.45 -7.13
O 6.68 -4.85 -7.17
C 5.72 -5.21 -8.06
O 5.14 -4.45 -8.78
C 5.51 -6.73 -8.03
F 5.45 -7.22 -6.77
F 6.52 -7.38 -8.64
F 4.38 -7.11 -8.64
H 5.93 -3.13 -5.28
H 6.30 -1.65 -6.19
H 5.00 -2.73 -6.72
H 8.00 -3.38 -6.69
H 7.07 -3.04 -8.14
C -2.60 -0.95 2.37
C -1.55 -0.30 3.25
O -0.51 0.28 2.46
C -0.77 1.50 1.93
O -1.80 2.10 2.09
C 0.44 2.01 1.16
F 0.99 1.07 0.36
F 1.43 2.43 1.99
F 0.15 3.06 0.37
H -2.13 -1.68 1.70
H -3.35 -1.46 2.97
H -3.10 -0.22 1.73
H -1.09 -1.05 3.89
H -2.00 0.45 3.91
C -6.66 2.65 6.35
C -5.18 2.33 6.22
O -4.94 0.93 6.46
C -5.16 0.11 5.41
O -5.55 0.47 4.33
C -4.82 -1.33 5.78
F -5.30 -1.68 7.00
F -3.48 -1.53 5.83
F -5.31 -2.23 4.91
H -7.03 2.31 7.32
H -6.83 3.72 6.25
H -7.24 2.13 5.59
H -4.62 2.88 6.98
H -4.79 2.63 5.25
C 5.08 1.10 -9.46
C 4.38 1.50 -8.17
O 4.12 2.92 -8.16
C 3.02 3.32 -8.83
O 2.27 2.57 -9.42
C 2.83 4.82 -8.69
F 3.98 5.51 -8.87
F 2.37 5.16 -7.47
F 1.94 5.32 -9.58
H 5.98 1.70 -9.60
H 5.36 0.05 -9.43
H 4.44 1.27 -10.32
H 5.04 1.30 -7.32
H 3.46 0.93 -8.01
C -7.33 -2.20 11.76
C -5.99 -1.80 11.18
O -6.06 -0.48 10.60
C -5.94 0.55 11.47
O -5.80 0.43 12.66
C -5.98 1.88 10.71
F -6.96 1.92 9.78
F -4.83 2.12 10.06
F -6.19 2.93 11.53
H -8.12 -2.11 11.00
H -7.30 -3.22 12.13
H -7.62 -1.54 12.59
H -5.72 -2.48 10.37
H -5.20 -1.85 11.93

Electronic structure analysis, Löwdin charges in units of e:
1. N 0.09
2. C -0.38
3. O -0.20
4. Ga 0.32
5. N -0.16
6. C -0.24
7. C -0.30
8. N 0.01
9. H -0.03
10. H -0.04
11. H -0.06
12. H 0.04
13. H 0.04
14. H 0.09
15. H 0.02
16. C -0.08
17. C -0.20
18. O 0.02
19. C -0.37
20. O 0.16
21. C -0.51
22. F 0.15
23. F 0.15
24. F 0.15
25. H 0.09
26. H 0.04
27. H 0.08
28. H 0.12
29. H 0.12
30. C -0.05
31. C -0.21
32. O 0.03
33. C -0.36
34. O 0.15
35. C -0.50
36. F 0.12
37. F 0.15
38. F 0.16
39. H 0.09
40. H 0.06
41. H 0.08
42. H 0.13
43. H 0.12
44. C -0.06
45. C -0.20
46. O 0.02
47. C -0.37
48. O 0.17
49. C -0.51
50. F 0.15
51. F 0.15
52. F 0.15
53. H 0.06
54. H 0.09
55. H 0.08
56. H 0.12
57. H 0.13
58. C -0.06
59. C -0.21
60. O 0.02
61. C -0.37
62. O 0.15
63. C -0.51
64. F 0.15
65. F 0.15
66. F 0.15
67. H 0.08
68. H 0.08
69. H 0.07
70. H 0.09
71. H 0.13
72. C -0.06
73. C -0.20
74. O 0.02
75. C -0.37
76. O 0.17
77. C -0.51
78. F 0.15
79. F 0.16
80. F 0.16
81. H 0.08
82. H 0.08
83. H 0.08
84. H 0.13
85. H 0.13



(2)
This record from the OMol25 dataset describes a 2-piece molecular cluster, C23H32F2N2P overall. The level of theory is ωB97M-V with the def2-TZVPD basis set.

## Properties
**HOMO energy**: -11.56 eV
**2S+1**: 1
**Charge**: +1
**Orbital gap**: 0.263 Eh

Cartesian coordinates (Å):
F -0.05 2.49 -4.20
C 0.97 2.57 -3.29
C 2.27 2.27 -3.72
C 3.28 2.26 -2.74
C 2.98 2.36 -1.38
C 1.65 2.51 -0.98
C 1.29 2.09 0.42
C 0.14 2.72 1.15
C 0.29 3.36 2.38
C -0.85 3.76 3.09
C -2.14 3.53 2.57
C -2.26 2.90 1.34
F -3.51 2.63 0.81
C -1.14 2.48 0.61
C 0.66 2.79 -1.94
H 2.45 2.07 -4.78
H 4.32 2.17 -3.04
H 3.77 2.31 -0.60
H 2.18 2.02 1.06
H 1.31 3.55 2.77
H -0.74 4.24 4.06
H -3.05 3.84 3.09
H -1.25 1.91 -0.31
H -0.32 3.12 -1.62
C -3.14 -1.74 2.42
C -1.64 -1.54 2.41
C -1.33 -0.10 2.81
C -0.97 -2.49 3.41
N -1.13 -1.84 1.07
C -1.98 -1.67 -0.09
C -1.13 -1.91 -1.31
N 0.21 -2.22 -0.86
C 1.30 -2.36 -1.83
C 0.71 -2.86 -3.13
C 2.31 -3.37 -1.28
C 1.99 -1.02 -2.07
P 0.37 -2.44 0.76
H 0.95 1.07 0.27
H -3.41 -2.68 1.94
H -3.50 -1.77 3.45
H -3.67 -0.92 1.91
H -0.25 0.08 2.88
H -1.72 0.61 2.08
H -1.77 0.14 3.79
H 0.11 -2.32 3.45
H -1.39 -2.32 4.41
H -1.14 -3.53 3.11
H -2.80 -2.40 -0.06
H -2.44 -0.68 -0.13
H -1.53 -2.76 -1.89
H -1.15 -1.04 -1.98
H 0.16 -2.07 -3.66
H 1.52 -3.19 -3.79
H 0.05 -3.71 -2.96
H 2.78 -3.02 -0.35
H 1.81 -4.32 -1.07
H 3.09 -3.54 -2.02
H 2.49 -0.64 -1.18
H 2.74 -1.12 -2.86
H 1.27 -0.26 -2.40

Electronic structure analysis, Löwdin charges in units of e:
1. F 0.03
2. C -0.24
3. C -0.02
4. C -0.07
5. C -0.06
6. C -0.21
7. C -0.11
8. C -0.22
9. C -0.03
10. C -0.05
11. C -0.01
12. C -0.26
13. F 0.03
14. C -0.02
15. C 0.03
16. H 0.13
17. H 0.11
18. H 0.12
19. H 0.13
20. H 0.12
21. H 0.11
22. H 0.12
23. H 0.12
24. H 0.11
25. C -0.04
26. C -0.64
27. C -0.02
28. C -0.08
29. N -0.26
30. C -0.16
31. C -0.17
32. N -0.26
33. C -0.65
34. C -0.04
35. C -0.08
36. C -0.03
37. P 1.27
38. H 0.10
39. H 0.09
40. H 0.10
41. H 0.10
42. H 0.09
43. H 0.06
44. H 0.11
45. H 0.06
46. H 0.10
47. H 0.09
48. H 0.13
49. H 0.13
50. H 0.13
51. H 0.14
52. H 0.10
53. H 0.10
54. H 0.10
55. H 0.06
56. H 0.09
57. H 0.10
58. H 0.09
59. H 0.11
60. H 0.08



(3)
This record from the OMol25 dataset describes one molecule with the formula C23H32FN3O4. The level of theory is ωB97M-V with the def2-TZVPD basis set.

## Properties
**Relative energy (zero: lowest compared OMol25 entry of this formula, charge and spin)**: 0.00 kJ/mol
**HOMO energy**: -8.98 eV
**2S+1**: 1
**Orbital gap**: 0.361 Eh
**Structure (SMILES)**: COCCN(C(=O)C(=O)NC1CCCC1)[C@@H](C(=O)NC1CCCC1)c1ccccc1F

Cartesian coordinates (Å):
C 2.35 -2.60 1.16
O 1.26 -2.45 0.27
C 0.11 -3.12 0.72
C -1.09 -2.67 -0.13
N -1.24 -1.23 -0.08
C -0.65 -0.43 -0.99
O -0.63 0.80 -0.91
C 0.03 -1.08 -2.20
O -0.52 -1.88 -2.94
N 1.26 -0.59 -2.36
C 2.18 -1.06 -3.38
C 3.07 0.10 -3.84
C 4.24 0.06 -2.87
C 4.53 -1.43 -2.74
C 3.15 -2.11 -2.80
C -1.79 -0.66 1.15
C -0.61 -0.21 2.05
O -0.20 -0.92 2.95
N -0.09 0.98 1.72
C 1.15 1.48 2.26
C 2.30 1.24 1.27
C 2.21 2.44 0.33
C 1.94 3.60 1.29
C 1.07 3.01 2.41
C -2.82 0.40 0.87
C -3.52 0.45 -0.33
C -4.48 1.42 -0.56
C -4.78 2.35 0.42
C -4.13 2.30 1.64
C -3.17 1.33 1.85
F -2.58 1.29 3.06
H 3.18 -2.04 0.73
H 2.63 -3.65 1.26
H 2.10 -2.19 2.14
H 0.24 -4.21 0.62
H -0.06 -2.89 1.78
H -0.94 -2.98 -1.16
H -2.00 -3.14 0.26
H 1.61 0.06 -1.68
H 1.56 -1.47 -4.18
H 2.53 1.05 -3.84
H 3.42 -0.09 -4.86
H 5.10 0.62 -3.23
H 3.95 0.48 -1.90
H 5.06 -1.67 -1.82
H 5.15 -1.76 -3.57
H 3.18 -3.00 -3.43
H 2.80 -2.41 -1.81
H -2.28 -1.49 1.69
H -0.42 1.40 0.85
H 1.30 0.97 3.21
H 2.18 0.28 0.77
H 3.25 1.25 1.81
H 3.11 2.58 -0.25
H 1.37 2.31 -0.35
H 1.45 4.44 0.79
H 2.89 3.96 1.70
H 1.43 3.33 3.39
H 0.03 3.33 2.32
H -3.30 -0.27 -1.10
H -4.99 1.44 -1.51
H -5.53 3.11 0.24
H -4.36 3.00 2.43

Electronic structure analysis, Löwdin charges in units of e:
1. C -0.10
2. O -0.20
3. C -0.19
4. C -0.09
5. N 0.02
6. C -0.35
7. O 0.06
8. C -0.40
9. O 0.08
10. N 0.13
11. C -0.28
12. C -0.14
13. C -0.19
14. C -0.18
15. C -0.11
16. C -0.10
17. C -0.44
18. O 0.06
19. N 0.12
20. C -0.28
21. C -0.13
22. C -0.20
23. C -0.18
24. C -0.12
25. C -0.10
26. C -0.02
27. C -0.07
28. C -0.08
29. C -0.01
30. C -0.22
31. F 0.08
32. H 0.08
33. H 0.09
34. H 0.09
35. H 0.13
36. H 0.11
37. H 0.12
38. H 0.14
39. H 0.13
40. H 0.15
41. H 0.12
42. H 0.12
43. H 0.11
44. H 0.10
45. H 0.10
46. H 0.11
47. H 0.11
48. H 0.10
49. H 0.17
50. H 0.12
51. H 0.15
52. H 0.09
53. H 0.12
54. H 0.10
55. H 0.10
56. H 0.11
57. H 0.11
58. H 0.11
59. H 0.11
60. H 0.12
61. H 0.10
62. H 0.10
63. H 0.12



(4)
This record from the OMol25 dataset describes one molecule with the formula C23H32N2O. The level of theory is ωB97M-V with the def2-TZVPD basis set.

## Properties
**Relative energy (zero: lowest compared OMol25 entry of this formula, charge and spin)**: 130.57 kJ/mol
**HOMO energy**: -8.04 eV
**2S+1**: 1
**Orbital gap**: 0.323 Eh
**Structure (SMILES)**: OCC[C@H]1CN(CCCc2ccccc2)CCN1CCc1ccccc1

Cartesian coordinates (Å):
O 0.64 -2.45 -3.41
C -0.50 -1.65 -3.24
C -0.78 -1.30 -1.77
C 0.31 -0.41 -1.16
C -0.06 -0.03 0.28
N -0.02 -1.22 1.11
C -0.66 -1.09 2.40
C -0.03 -0.09 3.39
C -0.81 -0.04 4.71
C -2.21 0.49 4.51
C -3.30 -0.37 4.49
C -4.58 0.12 4.28
C -4.78 1.47 4.07
C -3.69 2.34 4.08
C -2.42 1.84 4.30
C 1.33 -1.74 1.15
C 1.72 -2.15 -0.28
N 1.63 -1.05 -1.22
C 2.74 -0.11 -1.16
C 3.36 0.12 -2.56
C 2.46 0.91 -3.47
C 1.92 0.35 -4.62
C 1.09 1.08 -5.44
C 0.79 2.40 -5.14
C 1.33 2.98 -4.00
C 2.16 2.24 -3.18
H 1.33 -2.04 -2.86
H -1.34 -2.22 -3.65
H -0.40 -0.72 -3.81
H -0.88 -2.21 -1.18
H -1.72 -0.76 -1.72
H 0.37 0.51 -1.76
H -1.08 0.37 0.30
H 0.63 0.75 0.64
H -1.70 -0.80 2.21
H -0.67 -2.08 2.86
H -0.03 0.91 2.94
H 1.00 -0.38 3.59
H -0.28 0.61 5.40
H -0.85 -1.04 5.14
H -3.15 -1.43 4.65
H -5.42 -0.56 4.28
H -5.77 1.86 3.91
H -3.84 3.39 3.93
H -1.58 2.52 4.31
H 1.35 -2.62 1.80
H 2.06 -1.01 1.53
H 2.74 -2.54 -0.29
H 1.05 -2.94 -0.61
H 3.53 -0.52 -0.52
H 2.44 0.85 -0.74
H 4.30 0.66 -2.42
H 3.58 -0.85 -3.01
H 2.15 -0.68 -4.86
H 0.68 0.63 -6.33
H 0.14 2.97 -5.78
H 1.11 4.00 -3.76
H 2.59 2.70 -2.30

Electronic structure analysis, Löwdin charges in units of e:
1. O -0.08
2. C -0.26
3. C -0.12
4. C -0.28
5. C -0.14
6. N -0.17
7. C -0.19
8. C -0.18
9. C -0.16
10. C -0.25
11. C -0.05
12. C -0.09
13. C -0.10
14. C -0.09
15. C -0.05
16. C -0.17
17. C -0.15
18. N -0.15
19. C -0.17
20. C -0.12
21. C -0.24
22. C -0.06
23. C -0.09
24. C -0.09
25. C -0.09
26. C -0.06
27. H 0.05
28. H 0.12
29. H 0.10
30. H 0.11
31. H 0.12
32. H 0.14
33. H 0.13
34. H 0.12
35. H 0.12
36. H 0.13
37. H 0.11
38. H 0.11
39. H 0.12
40. H 0.11
41. H 0.11
42. H 0.10
43. H 0.10
44. H 0.10
45. H 0.11
46. H 0.13
47. H 0.12
48. H 0.12
49. H 0.12
50. H 0.12
51. H 0.11
52. H 0.12
53. H 0.12
54. H 0.11
55. H 0.11
56. H 0.10
57. H 0.10
58. H 0.11